1.
C15H21ClF5O2OsP2 | the ωB97M-V functional and the def2-TZVPD basis

Output
HOMO (spin up / spin down): -18.7 / -18.7 eV
net charge: +3
frontier orbital gap (spin up / spin down): 6.223 / 4.181 eV
energy relative to the best compared isomer or geometry (same formula, charge and spin): 20.10 kcal per mole
spin multiplicity: 5

Last column: Löwdin charge in e.
Geometry (Å):
Os (0.116, 0.015, 0.517)  1.17
Cl (-1.168, -0.232, -3.946)  0.69
P (-0.039, 2.035, -0.338)  0.64
P (0.154, -2.102, -0.130)  0.65
F (0.036, -2.227, 3.151)  0.12
F (-1.552, 0.334, 6.766)  0.22
F (-0.923, -2.080, 5.597)  0.24
F (-1.127, 2.629, 5.298)  0.23
F (-0.156, 2.547, 2.856)  0.11
O (3.100, 0.160, 0.999)  0.23
O (1.458, 0.043, -4.066)  0.02
C (-0.439, 1.326, 3.424)  -0.12
C (-0.778, -0.939, 4.901)  -0.02
C (-0.004, 2.142, -2.140)  -0.23
C (0.228, -2.367, -1.907)  -0.23
C (-1.659, 2.647, 0.175)  -0.19
C (-0.881, 1.418, 4.756)  -0.02
C (-0.343, -0.980, 3.570)  -0.12
C (1.261, 3.193, 0.182)  -0.19
C (0.465, -0.128, -4.747)  -0.71
C (0.456, -0.263, -6.240)  -0.03
C (1.524, -3.087, 0.542)  -0.19
C (1.949, 0.102, 0.780)  -0.30
C (-1.400, -2.806, 0.469)  -0.19
C (-1.072, 0.273, 5.514)  -0.05
C (-0.217, 0.132, 2.702)  -0.09
H (-0.087, 3.179, -2.479)  0.10
H (1.489, -0.219, -6.600)  0.11
H (-1.628, -2.363, 1.447)  0.03
H (-2.197, -2.563, -0.245)  0.08
H (1.763, -2.728, 1.548)  0.04
H (2.398, -2.961, -0.107)  0.08
H (1.224, -4.138, 0.596)  0.09
H (-1.654, 3.742, 0.133)  0.09
H (-0.845, 1.557, -2.516)  -0.03
H (-0.098, 0.549, -6.722)  0.11
H (-0.604, -1.822, -2.360)  -0.04
H (-1.842, 2.314, 1.205)  0.03
H (0.148, -3.432, -2.151)  0.10
H (0.907, 1.673, -2.515)  0.04
H (1.516, 2.993, 1.227)  0.04
H (2.145, 3.030, -0.446)  0.08
H (1.149, -1.936, -2.306)  0.06
H (0.029, -1.219, -6.555)  0.11
H (-1.277, -3.889, 0.573)  0.09
H (0.896, 4.221, 0.086)  0.09
H (-2.420, 2.227, -0.495)  0.08



2.
C15H21F5IO2P2Sc | the ωB97M-V functional and the def2-TZVPD basis

Output
HOMO (spin up / spin down): -14.0 / -14.1 eV
net charge: +2
frontier orbital gap (spin up / spin down): 4.357 / 4.928 eV

Last column: Löwdin charge in e.
Geometry (Å):
I (2.038, -1.543, 0.589)  1.24
Sc (0.519, 0.610, -0.570)  0.54
P (0.961, -0.573, -2.734)  0.74
P (-0.342, 1.673, 1.510)  0.78
F (-2.241, -4.141, 2.224)  0.18
F (-2.935, -1.582, 1.737)  0.11
F (2.106, -0.637, 3.469)  -0.04
F (-0.099, -4.666, 3.741)  0.19
F (1.458, -2.771, 4.633)  0.15
O (-2.201, 1.265, -1.788)  0.08
O (-1.865, -1.491, -1.103)  0.17
C (-0.664, 3.060, -2.316)  -0.05
C (1.191, -1.401, 2.749)  -0.37
C (-0.207, -3.453, 3.185)  -0.11
C (-1.040, -1.042, -0.321)  -0.39
C (0.087, -2.135, -3.043)  -0.22
C (-1.113, 1.747, -1.742)  -0.48
C (-1.323, -3.186, 2.451)  -0.09
C (-0.896, 3.375, 1.274)  -0.23
C (0.785, 0.361, -4.279)  -0.22
C (-1.646, 0.982, 2.578)  -0.20
C (1.121, 1.911, 2.538)  -0.22
C (-0.768, -1.177, 1.002)  -0.24
C (0.798, -2.511, 3.461)  -0.18
C (-1.568, -1.979, 1.764)  -0.12
C (2.723, -1.080, -2.736)  -0.28
H (-0.114, 3.958, 0.786)  0.06
H (0.456, -2.613, -3.948)  0.08
H (2.015, 2.091, 1.940)  0.06
H (0.138, 2.910, -3.028)  0.07
H (0.973, 2.755, 3.212)  0.08
H (3.081, -1.257, -3.751)  0.07
H (-0.254, 0.631, -4.446)  0.06
H (-1.462, 3.582, -2.830)  0.10
H (-1.836, 1.581, 3.455)  0.08
H (1.141, -0.238, -5.114)  0.07
H (3.325, -0.292, -2.279)  0.04
H (-1.074, 3.768, 2.273)  0.07
H (1.257, 0.993, 3.096)  0.02
H (2.849, -1.979, -2.131)  0.01
H (0.221, -2.816, -2.202)  0.05
H (-0.981, -1.934, -3.140)  0.06
H (-1.806, 3.407, 0.678)  0.07
H (-1.345, -0.022, 2.939)  0.04
H (1.374, 1.274, -4.225)  0.05
H (-2.530, 0.870, 1.972)  0.07
H (-0.307, 3.716, -1.530)  0.07



3.
C15H21MnNO9 | the ωB97M-V functional and the def2-TZVPD basis

Output
HOMO (spin up / spin down): -7.8 / -8.6 eV
frontier orbital gap (spin up / spin down): 7.755 / 8.606 eV
energy relative to the best compared isomer or geometry (same formula, charge and spin): 0.00 kcal per mole
spin multiplicity: 6

Last column: Löwdin charge in e.
Geometry (Å):
Mn (-0.327, -0.719, -0.528)  0.96
O (-1.989, -0.817, 0.526)  -0.13
O (2.035, -0.083, -0.693)  -0.25
O (-1.131, 0.795, -1.980)  -0.26
O (-3.879, 0.338, 0.256)  0.04
O (0.646, -2.725, -0.311)  -0.10
O (0.110, 1.378, 0.358)  -0.19
O (0.207, -3.588, -2.312)  -0.12
O (-7.457, -5.513, 0.878)  0.07
O (-5.627, -6.624, 1.062)  0.07
N (-6.246, -5.588, 0.927)  -0.35
C (-3.268, -0.706, 0.448)  -0.57
C (-4.092, -4.395, 0.871)  0.01
C (-5.470, -4.328, 0.807)  -0.14
C (1.429, 1.548, 0.864)  -0.15
C (0.669, -4.842, -1.781)  -0.08
C (0.212, -2.542, -1.471)  -0.44
C (-5.426, -1.974, 0.525)  0.00
C (-1.540, 1.948, -1.234)  -0.15
C (2.962, -0.641, -1.614)  -0.06
C (-4.038, -2.005, 0.586)  -0.11
C (-6.161, -3.143, 0.637)  0.01
C (2.442, 1.171, -0.190)  -0.19
C (-0.354, 2.459, -0.456)  -0.14
C (-3.375, -3.213, 0.758)  0.00
C (-0.797, 1.040, -3.337)  -0.06
H (-2.295, -3.223, 0.804)  0.11
H (1.706, -4.772, -1.456)  0.08
H (-0.459, 0.096, -3.757)  0.10
H (3.102, 0.030, -2.468)  0.10
H (1.577, 2.570, 1.221)  0.14
H (0.445, 2.780, -1.132)  0.12
H (-1.921, 2.720, -1.905)  0.14
H (1.510, 0.870, 1.713)  0.14
H (-2.344, 1.625, -0.571)  0.11
H (-7.239, -3.147, 0.594)  0.12
H (-1.675, 1.391, -3.882)  0.10
H (3.924, -0.812, -1.125)  0.10
H (-3.603, -5.348, 1.005)  0.12
H (-5.914, -1.018, 0.388)  0.12
H (0.575, -5.557, -2.593)  0.09
H (-0.634, 3.300, 0.184)  0.14
H (2.489, 1.904, -1.005)  0.13
H (0.004, 1.781, -3.421)  0.09
H (2.552, -1.585, -1.956)  0.08
H (0.061, -5.150, -0.932)  0.08
H (3.439, 1.109, 0.259)  0.14



4.
C15H21N3O3S | the ωB97M-V functional and the def2-TZVPD basis

Output
SMILES: CNC(=O)[C@H](CS)NC(=O)[C@@H](Cc1ccccc1)NC(C)=O
HOMO: -9.3 eV
frontier orbital gap: 9.797 eV
energy relative to the best compared isomer or geometry (same formula, charge and spin): 5.54 kcal per mole

Last column: Löwdin charge in e.
Geometry (Å):
S (4.289, 2.628, -1.266)  0.75
O (0.179, -1.072, -2.927)  0.06
O (-0.533, 2.602, -1.562)  0.05
O (2.822, -0.494, 1.110)  0.05
N (1.430, 1.657, -1.393)  0.11
N (-1.471, -0.293, -1.605)  0.12
N (2.361, 1.648, 1.327)  0.02
C (2.563, 1.699, 2.810)  -0.03
C (-1.169, 0.580, 0.713)  -0.07
C (-0.535, 0.306, -0.670)  -0.21
C (2.393, 0.658, -0.943)  -0.31
C (2.528, 0.569, 0.577)  -0.52
C (-1.960, -0.598, 1.285)  -0.21
C (3.727, 0.937, -1.611)  -0.46
C (-1.013, -0.946, -2.702)  -0.51
C (-3.484, -2.691, 2.345)  -0.08
C (-1.319, -1.707, 1.840)  -0.04
C (-2.053, -1.612, -3.595)  0.01
C (0.105, 1.592, -1.229)  -0.41
C (-4.142, -1.578, 1.778)  -0.08
C (-2.065, -2.721, 2.432)  -0.07
C (-3.374, -0.525, 1.236)  -0.04
H (-2.209, -2.661, -3.296)  0.09
H (-0.406, 0.845, 1.422)  0.11
H (-2.954, -1.041, -3.586)  0.06
H (4.442, 0.187, -1.253)  0.10
H (2.094, -0.338, -1.250)  0.14
H (3.639, 1.555, 2.998)  0.09
H (2.009, 0.869, 3.268)  0.09
H (-1.711, -1.625, -4.626)  0.08
H (-3.900, 0.358, 0.865)  0.11
H (0.206, -0.436, -0.464)  0.12
H (-5.189, -1.532, 1.775)  0.08
H (-1.555, -3.536, 2.928)  0.10
H (2.289, 2.679, 3.208)  0.08
H (2.179, 2.525, 0.861)  0.12
H (-4.047, -3.493, 2.842)  0.10
H (-2.472, -0.338, -1.434)  0.15
H (-0.262, -1.738, 1.930)  0.10
H (5.074, 2.342, -0.219)  -0.13
H (3.557, 0.832, -2.663)  0.08
H (-1.829, 1.434, 0.576)  0.12
H (1.768, 2.473, -1.829)  0.10



5.
C15H21N4O4 | the ωB97M-V functional and the def2-TZVPD basis

Output
HOMO: -2.0 eV
net charge: -1
frontier orbital gap: 2.875 eV

Last column: Löwdin charge in e.
Geometry (Å):
O (1.964, 2.392, -2.476)  -0.06
O (2.641, -1.077, -6.491)  -0.01
O (2.459, -0.289, -1.868)  -0.14
O (2.473, 1.675, -7.079)  -0.07
N (-0.755, 2.688, 1.485)  0.02
N (-2.672, -0.458, 1.698)  0.09
N (-2.354, 0.895, 1.724)  0.09
N (0.084, 0.609, 1.256)  -0.05
C (1.796, -1.314, 1.241)  -0.21
C (2.435, 0.090, -3.089)  -0.43
C (2.199, 1.578, -3.379)  -0.38
C (-3.713, -2.367, 2.796)  -0.03
C (0.637, 1.203, 0.009)  -0.09
C (-3.956, 0.094, 3.836)  -0.04
C (2.424, 1.281, -5.887)  -0.45
C (2.557, -0.226, -5.608)  -0.37
C (-3.376, -0.830, 2.716)  -0.31
C (2.256, 2.041, -4.756)  -0.04
C (2.589, -0.672, -4.209)  -0.03
C (0.077, 2.691, 0.211)  -0.12
C (0.360, -0.786, 1.611)  -0.18
C (1.648, -2.900, 1.057)  -0.11
C (-1.109, 1.257, 1.526)  -0.24
H (2.142, 3.117, -4.854)  0.09
H (-4.389, -2.599, 1.927)  0.09
H (0.257, -0.884, 2.734)  0.13
H (0.773, 3.541, 0.051)  0.13
H (-2.747, -2.901, 2.596)  0.09
H (-3.202, 0.788, 4.284)  0.08
H (-0.731, 2.706, -0.575)  0.12
H (-3.029, 1.652, 1.874)  0.17
H (-0.432, -1.477, 1.196)  0.11
H (2.205, -0.936, 0.269)  0.08
H (-0.005, 2.849, 2.172)  0.12
H (0.137, 0.601, -0.797)  0.15
H (-4.166, -2.654, 3.771)  0.07
H (0.939, -3.242, 1.861)  0.06
H (1.113, -3.027, 0.073)  0.09
H (-4.839, 0.646, 3.402)  0.10
H (-4.342, -0.557, 4.666)  0.08
H (2.631, -3.423, 1.086)  0.07
H (2.511, -1.148, 2.084)  0.10
H (2.753, -1.741, -4.101)  0.09
H (1.754, 1.115, -0.040)  0.12



no.,strongest force on any atom (Eh/bohr)
1,0.1213
2,0.1082
3,0.0065
4,0.0503
5,0.0891